{
  "formula": "C20H46OP4RuSe",
  "method": "ωB97M-V with the def2-TZVPD basis set",
  "species": ["Ru", "P", "P", "P", "H", "C", "C", "H", "C", "C", "C", "C", "C", "C", "C", "C", "C", "H", "H", "H", "H", "H", "H", "H", "H", "H", "H", "H", "H", "H", "H", "H", "H", "H", "H", "H", "H", "H", "H", "H", "H", "H", "H", "H", "H", "H", "C", "C", "C", "C", "C", "C", "Se", "H", "H", "H", "H", "H", "H", "C", "P", "C", "C", "O", "H", "H", "H", "H", "H", "H", "H", "H", "H"],
  "coordinates": [[0.03, 0.26, -0.39], [1.35, 1.96, -0.20], [-0.53, 0.08, 1.76], [-1.78, 1.23, -1.04], [0.79, -1.70, -6.85], [0.80, -0.57, -6.85], [1.00, 0.26, -5.84], [1.16, 0.00, -4.80], [3.06, 1.35, -0.12], [1.22, 3.15, 1.18], [1.28, 2.92, -1.74], [-1.48, -1.43, 2.28], [0.89, -0.04, 2.95], [-1.56, 1.41, 2.49], [-1.82, 1.35, -2.87], [-2.18, 2.93, -0.51], [-3.31, 0.36, -0.68], [0.62, -0.10, -7.85], [1.10, 1.33, -6.08], [3.25, 0.70, -0.99], [3.17, 0.74, 0.79], [3.79, 2.18, -0.09], [1.30, 2.68, 2.18], [0.28, 3.71, 1.11], [2.06, 3.87, 1.10], [1.32, 2.27, -2.62], [2.12, 3.63, -1.76], [0.34, 3.49, -1.76], [-1.87, -1.28, 3.29], [-0.84, -2.32, 2.31], [-2.35, -1.59, 1.63], [0.48, -0.05, 3.95], [1.58, 0.80, 2.86], [1.43, -0.98, 2.80], [-1.59, 1.26, 3.57], [-2.60, 1.43, 2.14], [-1.09, 2.38, 2.33], [-2.69, 1.95, -3.19], [-1.89, 0.33, -3.26], [-0.89, 1.83, -3.20], [-3.07, 3.27, -1.05], [-1.35, 3.60, -0.72], [-2.39, 2.93, 0.55], [-4.15, 0.77, -1.26], [-3.53, 0.46, 0.39], [-3.20, -0.71, -0.92], [-1.87, -2.54, -2.61], [-0.95, -2.14, -3.59], [-1.42, -1.78, -4.84], [-2.77, -1.83, -5.14], [-3.71, -2.24, -4.17], [-3.25, -2.59, -2.90], [-1.18, -3.14, -0.94], [-0.56, -4.30, -1.56], [0.12, -2.15, -3.37], [-0.70, -1.41, -5.58], [-3.14, -1.55, -6.12], [-4.77, -2.28, -4.41], [-3.93, -2.94, -2.12], [1.43, -4.32, 1.03], [2.38, -2.85, 0.47], [3.81, -2.91, 1.60], [3.03, -3.17, -1.16], [1.61, -1.55, 0.50], [0.56, -4.57, 0.46], [1.06, -4.14, 2.05], [2.12, -5.15, 1.05], [4.23, -3.93, 1.62], [4.63, -2.23, 1.34], [3.49, -2.65, 2.61], [2.26, -2.89, -1.90], [3.90, -2.53, -1.39], [3.31, -4.23, -1.30]],
  "charge": 3,
  "homo_ev": [-15.73, -17.11],
  "orbital_gap_ev": [7.26, 4.12],
  "s_squared": 8.78,
  "spin_multiplicity": 6,
  "fmax_ev_per_a": 5.3,
  "energy_ev": -128588.253
}